(1)
{
  "formula": "C4H6N2O",
  "method": "ωB97M-V with the def2-TZVPD basis set",
  "symbols": ["C", "N", "N", "C", "C", "C", "O", "H", "H", "H", "H", "H", "H"],
  "coordinates": [[-0.244, -0.542, -1.705], [-0.063, -1.572, -0.981], [0.199, -1.588, 0.423], [0.393, -0.128, 0.629], [-0.003, 1.215, 1.342], [-0.537, 0.720, 0.077], [-0.316, 0.699, -1.337], [-0.265, -0.594, -2.752], [1.143, -2.186, 0.518], [1.204, 0.295, -0.141], [0.641, 2.040, 1.290], [-0.612, 1.165, 2.267], [-1.541, 0.477, 0.368]],
  "charge": 0,
  "relative_energy_kcal_mol": 149.23,
  "smiles": "C1=NN[C@@H]2C[C@H]2O1",
  "homo_energy_ev": -8.78
}

=====

(2)
{
  "formula": "C12H13NS",
  "method": "ωB97M-V with the def2-TZVPD basis set",
  "symbols": ["C", "S", "C", "C", "N", "C", "C", "C", "C", "C", "C", "C", "C", "C", "H", "H", "H", "H", "H", "H", "H", "H", "H", "H", "H", "H", "H"],
  "coordinates": [[-3.304, -1.039, -0.593], [-2.319, -0.963, 0.983], [-1.049, 0.253, 0.425], [-1.770, 1.461, 0.129], [-2.376, 2.317, -0.318], [-0.027, 0.366, 1.537], [1.125, 1.251, 1.116], [1.110, 1.780, -0.284], [0.615, 1.041, -1.226], [-0.239, -0.176, -0.997], [0.425, -1.491, -0.830], [1.632, -1.629, -0.232], [2.572, -0.717, 0.361], [2.429, 0.443, 0.899], [-3.926, -2.067, -0.436], [-2.562, -1.298, -1.388], [-3.959, -0.216, -0.918], [0.314, -0.611, 1.530], [-0.281, 0.804, 2.573], [1.421, 1.943, 2.020], [1.592, 2.622, -0.566], [0.658, 1.293, -2.242], [-1.067, -0.141, -1.716], [-0.029, -2.418, -1.295], [2.050, -2.590, -0.151], [3.631, -1.018, 0.250], [3.333, 0.801, 1.368]],
  "charge": 0,
  "relative_energy_kcal_mol": 87.99,
  "smiles": "CS[C@@]1(C#N)C[C@@H]2C=C[C@H]1/C=C\\C=C/2",
  "homo_energy_ev": -8.70
}

=====

(3)
{
  "formula": "C5H13N2O",
  "method": "ωB97M-V with the def2-TZVPD basis set",
  "symbols": ["C", "N", "C", "C", "O", "C", "N", "C", "H", "H", "H", "H", "H", "H", "H", "H", "H", "H", "H", "H", "H"],
  "coordinates": [[-4.373, -0.284, 0.698], [1.958, -0.064, -1.552], [1.078, -1.218, -1.530], [-0.246, -0.453, -1.408], [-0.768, -0.205, -0.354], [-3.558, -1.208, 0.009], [2.795, 0.741, 1.110], [2.357, 1.797, 1.965], [-3.970, 0.628, 1.133], [-5.455, -0.309, 0.655], [2.521, -0.065, -2.404], [1.206, -1.869, -0.661], [1.036, -1.857, -2.416], [-0.686, -0.012, -2.314], [-2.473, -1.096, 0.026], [-3.984, -2.086, -0.463], [2.155, 0.525, 0.311], [3.738, 0.789, 0.710], [2.648, 2.777, 1.548], [1.273, 1.805, 1.966], [2.749, 1.662, 2.972]],
  "charge": 2,
  "relative_energy_kcal_mol": 197.82,
  "multiplicity": 2,
  "homo_energy_ev": [-15.83, -15.84],
  "s_squared": 0.754
}

=====

Please write out number 3 again, unchanged.
{
  "formula": "C5H13N2O",
  "method": "ωB97M-V with the def2-TZVPD basis set",
  "symbols": ["C", "N", "C", "C", "O", "C", "N", "C", "H", "H", "H", "H", "H", "H", "H", "H", "H", "H", "H", "H", "H"],
  "coordinates": [[-4.373, -0.284, 0.698], [1.958, -0.064, -1.552], [1.078, -1.218, -1.530], [-0.246, -0.453, -1.408], [-0.768, -0.205, -0.354], [-3.558, -1.208, 0.009], [2.795, 0.741, 1.110], [2.357, 1.797, 1.965], [-3.970, 0.628, 1.133], [-5.455, -0.309, 0.655], [2.521, -0.065, -2.404], [1.206, -1.869, -0.661], [1.036, -1.857, -2.416], [-0.686, -0.012, -2.314], [-2.473, -1.096, 0.026], [-3.984, -2.086, -0.463], [2.155, 0.525, 0.311], [3.738, 0.789, 0.710], [2.648, 2.777, 1.548], [1.273, 1.805, 1.966], [2.749, 1.662, 2.972]],
  "charge": 2,
  "relative_energy_kcal_mol": 197.82,
  "multiplicity": 2,
  "homo_energy_ev": [-15.83, -15.84],
  "s_squared": 0.754
}

=====

Number 2 is which compound?
C12H13NS

=====

Number 1 is which compound?
C4H6N2O

=====

Which value of charge does entry 1 give?
0